#w
A molecular structure, C2H5NO2, computed with ωB97M-V with the def2-TZVPD basis set.

Results
Frontier orbital gap in eV: 9.7

ORCA input file:
```
! wB97M-V def2-TZVPD RIJCOSX def2/J DEFGRID3
* xyz 0 1
C 1.45922 0.06389 0.76589
N 1.14250 0.29018 -0.43243
H 0.67919 0.12104 1.52074
H 2.47673 -0.19824 1.03468
H 1.85432 0.09489 -1.12508
H -0.06804 0.38729 -0.80503
O -1.22525 0.38693 -1.14200
C -1.89592 -0.20145 -0.21524
O -1.43712 -0.71861 0.79247
H -2.98563 -0.22591 -0.39400
*
```

***

#x
A molecular structure, C2H5NO2, computed with ωB97M-V with the def2-TZVPD basis set.

Results
Frontier orbital gap in eV: 10.4

ORCA input file:
```
! wB97M-V def2-TZVPD RIJCOSX def2/J DEFGRID3
* xyz 0 1
C -0.96280 0.27681 -0.02517
C 0.44331 -0.29470 0.19009
N 1.07745 0.97683 -0.24355
O -0.51112 1.62361 -0.16415
O 0.84827 -1.35491 -0.58902
H -1.43131 -0.08093 -0.94825
H -1.66085 0.18172 0.80908
H 0.65537 -0.57664 1.22718
H 1.57804 1.48081 0.48097
H 0.80357 -1.09068 -1.51786
*
```

***

#y
2 unconnected molecules or ions with the total composition C2H5NO2, computed with ωB97M-V with the def2-TZVPD basis set.

Results
SMILES: NC=O.C=O
Frontier orbital gap in eV: 10.4

ORCA input file:
```
! wB97M-V def2-TZVPD RIJCOSX def2/J DEFGRID3
* xyz 0 1
O 0.69245 -0.27172 1.99281
C 0.68220 -1.33833 1.45656
H 0.97451 -1.67819 0.44535
H 0.41311 -2.27270 1.97988
C -0.63206 0.52406 -1.53209
N -0.38587 1.19846 -0.33903
O -1.43153 -0.34718 -1.73621
H -0.19971 1.11676 -2.34545
H -0.29114 2.19929 -0.36026
H 0.17804 0.86955 0.43843
*
```

***

#z
C2H5NO2 in the gas phase, computed with ωB97M-V with the def2-TZVPD basis set.

Results
Frontier orbital gap (spin up / spin down) in eV: 7.5 / 7.5

ORCA input file:
```
! wB97M-V def2-TZVPD RIJCOSX def2/J DEFGRID3
* xyz 0 1
C 0.30224 -1.37289 -0.26267
C -0.02035 0.94355 0.03696
N 0.90789 -0.19690 -0.14057
O 3.40390 -0.17544 0.16889
O 2.17438 0.35614 0.03463
H -0.77103 -1.46501 -0.02528
H 0.95624 -2.35101 -0.22329
H -0.74882 1.19785 -0.69810
H -0.61723 0.89202 0.91174
H 0.75830 1.81643 0.15505
*
```

***

Name the most stable of them. #w.

***

#w
2 unconnected molecules or ions with the total composition C2H5NO2, computed with ωB97M-V with the def2-TZVPD basis set.

Results
SMILES: NC=O.C=O
Frontier orbital gap in eV: 10.9

ORCA input file:
```
! wB97M-V def2-TZVPD RIJCOSX def2/J DEFGRID3
* xyz 0 1
O -1.08532 -1.80276 0.78134
C -1.12053 -0.76898 1.40145
H -0.75148 -0.74962 2.44134
H -1.50918 0.15137 0.94956
C 0.85967 1.05625 -0.55911
N 0.60012 -0.02763 -1.31054
O 0.06357 1.76768 0.00777
H 1.95078 1.23300 -0.49903
H 1.34637 -0.55790 -1.71807
H -0.35401 -0.30141 -1.49471
*
```

***

#x
C2H5NO2 in the gas phase, computed with ωB97M-V with the def2-TZVPD basis set.

Results
SMILES: NCC(=O)O
Frontier orbital gap in eV: 10.1

ORCA input file:
```
! wB97M-V def2-TZVPD RIJCOSX def2/J DEFGRID3
* xyz 0 1
C -0.13369 0.56726 -0.24158
C -0.98205 -0.75412 -0.52808
H 0.91329 0.76209 1.76460
H 1.84644 0.25622 0.42955
H -0.80092 1.31513 0.26979
H -0.20692 1.18557 -1.04409
H 0.74549 -1.36907 -0.17199
N 0.89069 0.71447 0.67472
O -0.21051 -1.91497 -0.16564
O -2.06182 -0.76259 -0.98728
*
```

***

#y
C2H5NO2 in the gas phase, computed with ωB97M-V with the def2-TZVPD basis set.

Results
SMILES: CNC(=O)O
Frontier orbital gap in eV: 10.5

ORCA input file:
```
! wB97M-V def2-TZVPD RIJCOSX def2/J DEFGRID3
* xyz 0 1
C -0.96937 1.00037 -1.25579
N -0.81314 -0.08883 -0.31826
C 0.26977 -0.41909 0.46125
O 1.36310 0.39591 0.35695
O 0.27618 -1.39458 1.16530
H -0.14099 1.70994 -1.16831
H -1.03672 0.63466 -2.27878
H -1.86153 1.58920 -1.03072
H -1.59803 -0.68594 -0.11873
H 1.05884 1.30750 0.25210
*
```

***

Name the most stable of them. #y.

***

#w
4 unconnected molecules or ions with the total composition C3H14O4S, computed with ωB97M-V with the def2-TZVPD basis set.

Results
SMILES: OCCCS.O.O.O
Frontier orbital gap in eV: 9.5

ORCA input file:
```
! wB97M-V def2-TZVPD RIJCOSX def2/J DEFGRID3
* xyz 0 1
C 0.20179 -2.26622 -0.04310
O 0.25717 -1.70910 1.30302
C 1.43420 -1.66183 -0.70292
C 1.09048 -0.17992 -0.99353
S 0.64417 0.16949 -2.77931
H 0.34145 -3.34271 -0.09262
H -0.71813 -1.88820 -0.50195
H -0.57403 -1.28684 1.54707
H 2.19380 -1.77028 0.09852
H 1.72809 -2.12610 -1.63446
H 1.79182 0.55805 -0.56784
H 0.16324 0.04484 -0.45749
H -0.64514 -0.22668 -2.83334
H -0.53059 2.59971 -0.84209
H -0.97850 3.36955 0.41557
O -1.10430 2.55366 -0.06720
H -2.65539 0.38481 0.29503
H -3.01816 0.36409 1.67337
O -2.66056 -0.24973 1.02333
H 1.25958 1.49533 1.84464
H 0.48526 2.71002 1.42909
O 1.29376 2.45805 1.88621
*
```

***

#x
4 unconnected molecules or ions with the total composition C3H14O4S, computed with ωB97M-V with the def2-TZVPD basis set.

Results
SMILES: OCCCS.O.O.O
Frontier orbital gap in eV: 9.6

ORCA input file:
```
! wB97M-V def2-TZVPD RIJCOSX def2/J DEFGRID3
* xyz 0 1
C -0.02253 0.93035 -0.68514
O 0.62027 1.93271 0.08655
C -1.49199 0.76074 -0.19067
C -2.14420 -0.46023 -0.87738
S -1.49591 -0.48624 -2.70690
H 0.06101 1.40225 -1.64941
H 0.62431 -0.01188 -0.55380
H 0.01573 2.39941 0.72499
H -1.36942 0.54466 0.95017
H -2.16671 1.72010 -0.21595
H -3.21676 -0.26329 -0.97431
H -2.00343 -1.32594 -0.20421
H -1.87299 0.72211 -2.85773
H 2.29029 -2.41135 -0.40734
H 1.44177 -3.29853 0.61325
O 2.14671 -2.55211 0.63343
H 3.24500 1.94496 -0.07331
H 2.17676 1.67701 0.65702
O 3.14497 1.46579 0.71250
H -0.21693 -1.96247 3.02503
H 0.56285 -1.34374 1.79512
O -0.32880 -1.38431 2.19810
*
```

***

Name the most stable of them. #w.

***

#w
A molecular structure, C4H10OS, computed with ωB97M-V with the def2-TZVPD basis set.

Results
Frontier orbital gap in eV: 9.0

ORCA input file:
```
! wB97M-V def2-TZVPD RIJCOSX def2/J DEFGRID3
* xyz 0 1
C 0.85980 -1.67999 1.75162
C 0.03653 -0.26557 1.63613
C -0.20452 0.66005 -0.57456
C -0.13875 1.57392 -2.00119
H 1.95294 -1.57874 1.99069
H 0.76282 -2.13859 2.66738
H 0.52119 -2.30069 0.97342
H -1.25732 -0.68728 1.21914
H 0.05606 0.15937 2.90075
H 0.08346 -0.12548 -1.26238
H -1.27408 0.54740 -0.43645
H -0.46287 2.64381 -1.73633
H 0.79969 1.45029 -2.47454
H -1.31852 -0.19070 -2.68955
O -1.28389 0.98776 -2.65834
S 0.86747 0.94443 0.69422
*
```

***

#x
A molecular structure, C4H10OS, computed with ωB97M-V with the def2-TZVPD basis set.

Results
Frontier orbital gap in eV: 8.8

ORCA input file:
```
! wB97M-V def2-TZVPD RIJCOSX def2/J DEFGRID3
* xyz 0 1
C 0.22159 1.68401 -0.47598
C 0.21294 0.45947 0.55045
C 1.07328 -0.66864 -0.19426
C -1.25687 0.12148 0.68441
H -0.71925 1.57655 -1.44465
H 0.15566 2.80856 -0.02809
H 1.42959 1.48063 -1.03319
H 0.65185 0.90629 1.49077
H 2.34717 -0.53685 -0.11805
H 1.06970 -1.69861 0.31111
H 0.31566 -2.09076 -1.46385
H -1.33936 -0.33876 -0.56301
H -2.06248 0.84197 1.08387
H -0.84288 -2.23677 0.92057
O 0.34235 -0.92842 -1.38216
S -1.59896 -1.38016 1.66207
*
```

***

Name the most stable of them. #x.